No. 1
This record from the OMol25 dataset describes the ion C4H8NOS with charge -2. The level of theory is ωB97M-V/def2-TZVPD.

Summary:
2S+1   2
Total charge   -2
LUMO energy (alpha / beta)   6.249 / 6.242 eV
Kohn-Sham gap (alpha / beta)   5.5826 / 5.5402 eV
Calculated total energy   -18645.1648 eV

Each line ends with the Mulliken spin population.
Cartesian coordinates (Å):
O1 -1.771 -0.439 -1.317  0.008
C1 -1.934 -0.887 -0.128  -0.076
N1 -0.813 -0.484 1.005  0.896
C2 0.407 0.186 0.410  -0.041
C3 1.489 -0.731 -0.194  0.061
S1 3.184 -0.004 -0.357  0.011
C4 0.232 1.612 -0.084  0.054
H1 -1.799 -1.986 -0.019  0.068
H2 -2.882 -0.575 0.379  0.039
H3 0.587 0.136 1.522  0.010
H4 1.565 -1.622 0.490  -0.010
H5 1.128 -1.079 -1.168  0.000
H6 -0.298 2.176 0.708  -0.018
H7 -0.319 1.644 -1.059  0.000
H8 1.227 2.052 -0.186  0.000



No. 2
This record from the OMol25 dataset describes the ion C4H8NOS with charge +1. The level of theory is ωB97M-V/def2-TZVPD.

Summary:
2S+1   3
Total charge   +1
LUMO energy (alpha / beta)   -4.206 / -9.286 eV
Kohn-Sham gap (alpha / beta)   7.2114 / 5.6801 eV
Calculated total energy   -18637.5190 eV

Each line ends with the Mulliken spin population.
Cartesian coordinates (Å):
C1 2.293 1.464 0.768  0.619
C2 0.014 1.721 0.021  0.016
C3 -1.114 -1.381 -0.859  0.001
C4 -1.040 -0.507 0.388  -0.007
N1 1.029 1.576 0.736  0.477
O1 -1.051 0.882 -0.159  0.017
S1 -0.147 3.341 -0.797  0.747
H1 2.770 1.589 1.690  0.059
H2 2.910 1.343 -0.181  0.064
H3 -0.224 -1.457 -1.506  0.000
H4 -1.177 -2.478 -0.448  0.000
H5 -2.031 -1.085 -1.342  0.000
H6 -0.204 -0.703 1.052  0.009
H7 -1.952 -0.763 0.891  -0.002
H8 -1.341 3.501 -1.271  0.001



No. 3
This record from the OMol25 dataset describes a cluster of 2 separate species, C4H8NS in total. The level of theory is ωB97M-V/def2-TZVPD.

Summary:
Total charge   +1
LUMO energy   -4.693 eV
Kohn-Sham gap   7.6179 eV
Calculated total energy   -16591.8301 eV

Each line ends with the Mulliken charge.
Cartesian coordinates (Å):
C1 1.123 -1.646 0.033  -0.625
C2 1.794 -0.423 0.519  -0.030
C3 1.464 -0.552 -0.939  -0.115
C4 0.641 1.728 -0.376  -0.113
N1 1.034 0.531 -0.262  0.092
S1 -3.894 0.562 0.632  -0.338
H1 1.660 -2.576 0.099  0.276
H2 0.067 -1.992 0.369  0.238
H3 2.608 -0.221 1.190  0.368
H4 2.027 -0.494 -1.917  0.332
H5 0.224 1.895 -1.308  0.288
H6 0.846 2.539 0.291  0.286
H7 -4.861 1.131 1.378  0.168
H8 -4.734 -0.481 0.290  0.172



No. 4
This record from the OMol25 dataset describes a cluster of 2 separate species, C4H8NS2 in total. The level of theory is ωB97M-V/def2-TZVPD.

Summary:
Total charge   +1
LUMO energy (alpha / beta)   -5.125 / -4.049 eV
Kohn-Sham gap (alpha / beta)   7.4906 / 8.5206 eV
Calculated total energy   -27426.1637 eV

Each line ends with the Mulliken charge.
Cartesian coordinates (Å):
C1 0.760 1.698 -0.540  -0.505
C2 1.680 1.284 -1.436  -0.028
C3 -0.313 -0.275 -1.173  -0.263
C4 0.462 -1.749 0.843  -0.793
N1 -0.508 1.069 -0.689  -0.092
S1 1.103 -0.049 -2.328  -0.051
S2 -1.912 -1.143 -1.513  -0.055
H1 0.863 2.722 -0.141  0.356
H2 2.648 1.824 -1.487  0.377
H3 1.445 -1.365 0.561  0.279
H4 0.220 -2.818 0.611  0.408
H5 -0.114 -1.138 1.436  0.347
H6 -1.048 1.054 0.308  0.441
H7 -1.104 1.570 -1.462  0.404
H8 -1.253 -2.210 -1.166  0.174